[1]
{
  "formula": "C4H10ClFO2Si",
  "method": "wB97M-V/def2-TZVPD",
  "elements": ["C", "C", "F", "C", "Si", "Cl", "C", "O", "O", "H", "H", "H", "H", "H", "H", "H", "H", "H", "H"],
  "coordinates": [[1.82332, -1.57558, -0.05466], [2.03228, -0.12919, 0.34813], [2.74913, 0.54424, -0.62656], [0.76768, 0.63641, 0.65820], [-0.37706, 1.03406, -0.78734], [-0.26814, -0.31854, -2.35694], [-2.19217, 1.09124, -0.19207], [-2.91742, -0.08818, -0.47289], [-2.99692, -0.78577, 0.75915], [0.78437, -1.82840, -0.16509], [2.34690, -1.76553, -0.97326], [2.22793, -2.23276, 0.69729], [2.65058, -0.11843, 1.23719], [1.06528, 1.58978, 1.07815], [0.24370, 0.10017, 1.43446], [-0.06225, 2.38497, -1.29166], [-2.72178, 1.91629, -0.63969], [-2.16351, 1.25665, 0.88058], [-2.99192, -1.71143, 0.46702]],
  "forces_ev_per_angstrom": [[0.08, 0.09, 0.24], [-0.17, -0.36, 0.56], [0.18, 0.31, -0.49], [0.08, -0.08, -0.66], [-0.25, 0.06, 0.06], [0.01, 0.24, 0.21], [0.90, -0.05, -0.15], [-0.29, -0.01, -0.44], [-0.03, -0.68, 0.63], [-0.45, -0.07, -0.23], [0.13, -0.13, -0.49], [0.21, -0.27, 0.30], [0.35, 0.15, 0.20], [-0.06, 0.41, 0.15], [-0.36, -0.23, 0.26], [0.11, -0.06, -0.11], [-0.26, 0.35, -0.24], [-0.20, 0.10, 0.24], [0.02, 0.24, -0.06]],
  "homo_ev": -9.39,
  "gap_ev": 10.05,
  "spin_multiplicity": 1,
  "smiles": "C[C@@H](F)C[Si@@H](Cl)COO"
}

***

[2]
{
  "formula": "C4H10F24K4O2P4",
  "method": "wB97M-V/def2-TZVPD",
  "elements": ["K", "K", "K", "K", "P", "F", "F", "F", "F", "F", "F", "P", "F", "F", "F", "F", "F", "F", "P", "F", "F", "F", "F", "F", "F", "P", "F", "F", "F", "F", "F", "F", "C", "O", "C", "C", "O", "C", "H", "H", "H", "H", "H", "H", "H", "H", "H", "H"],
  "coordinates": [[-0.41106, -3.88167, -1.20017], [3.84718, -3.81586, 1.38189], [4.40158, 1.55262, -0.29029], [-0.93872, 1.19725, -2.87666], [1.63833, 3.94538, -2.26603], [0.20007, 3.90296, -2.96231], [1.12760, 3.18375, -0.88553], [1.90742, 2.47808, -3.00462], [3.13637, 4.21134, -1.68397], [2.23498, 4.78068, -3.53015], [1.24110, 5.40392, -1.63339], [1.51354, -1.09860, -0.74202], [1.73009, -2.25260, 0.35475], [-0.11168, -1.27260, -0.70319], [1.29759, 0.04785, 0.39684], [1.28792, 0.17748, -1.79968], [3.12020, -0.87299, -0.82088], [1.52640, -2.08199, -2.09682], [0.93900, -4.97121, -4.70949], [-0.21630, -4.97523, -3.52457], [0.96862, -3.37022, -4.44320], [2.11087, -5.12889, -3.57010], [2.07806, -4.90328, -5.90693], [0.95622, -6.63510, -4.89621], [-0.26519, -4.79833, -5.68421], [-3.46392, -2.54732, -2.81694], [-4.77689, -1.86035, -2.12492], [-2.50257, -1.48487, -2.15763], [-3.32645, -3.54605, -1.43764], [-2.21586, -3.22475, -3.63890], [-4.33023, -3.60250, -3.64524], [-3.58824, -1.47856, -4.05393], [-1.34723, 4.73194, 6.12151], [-0.38678, 3.67279, 5.77072], [-1.00765, 2.51993, 5.14986], [-0.14140, 1.23712, 5.26653], [-0.52784, 0.22277, 4.27407], [-0.20088, 0.54968, 2.91590], [-1.36947, 5.37738, 5.24344], [-0.97053, 5.34494, 6.94031], [-2.31899, 4.28793, 6.33751], [-1.31718, 2.76192, 4.13313], [-1.82448, 2.32634, 5.84513], [-0.36165, 0.75724, 6.22011], [0.93618, 1.32799, 5.12986], [0.88566, 0.50390, 2.84208], [-0.52389, 1.50959, 2.51298], [-0.63986, -0.20983, 2.26895]],
  "forces_ev_per_angstrom": [[-0.41, -0.02, -0.79], [0.03, 0.11, -0.06], [-0.64, 0.03, -0.31], [0.25, -0.26, 0.09], [0.35, 2.60, -0.72], [-1.11, -0.52, 0.17], [0.63, 0.29, -1.28], [0.74, 1.12, 1.16], [0.38, -2.16, 1.19], [-0.57, -0.91, -0.92], [-0.38, -0.77, 0.52], [-1.90, 2.30, -2.87], [-0.11, -0.38, -0.36], [0.33, -0.69, 0.20], [1.23, -0.72, 0.52], [0.45, -0.75, 0.09], [-0.17, 0.01, 0.25], [0.51, 0.48, 2.51], [1.17, -0.48, 0.38], [0.45, -1.41, 0.91], [0.73, 0.17, -0.68], [-0.33, -0.14, -0.18], [-0.97, 0.41, 0.95], [-0.55, 1.51, 0.56], [-0.33, -0.25, -1.66], [-1.10, -0.65, -2.19], [0.65, -0.58, -0.14], [1.26, 0.63, 1.54], [0.46, 0.73, -1.67], [0.52, 0.29, 1.82], [-1.13, -0.15, 1.05], [-0.45, 0.17, -0.14], [1.28, -1.04, -1.28], [-0.18, 0.21, 0.39], [0.50, 0.48, 1.61], [-0.34, -0.88, -1.62], [-0.76, 1.30, 0.30], [0.55, -0.53, 0.56], [-0.57, 0.15, -0.02], [0.12, -0.46, 0.16], [-0.06, 0.20, 0.10], [-0.10, -0.22, 0.00], [-0.78, -0.25, -0.76], [0.24, 0.08, -0.04], [0.10, 0.75, 0.28], [0.13, 0.03, -0.34], [-0.24, 0.26, 0.48], [0.09, -0.10, 0.23]],
  "homo_ev": [-2.51, -8.45],
  "gap_ev": [2.94, 9.13],
  "charge": -1,
  "spin_multiplicity": 2
}

***

[3]
{
  "formula": "C4H10F24KO2P4",
  "method": "wB97M-V/def2-TZVPD",
  "elements": ["K", "P", "F", "F", "F", "F", "F", "F", "P", "F", "F", "F", "F", "F", "F", "P", "F", "F", "F", "F", "F", "F", "P", "F", "F", "F", "F", "F", "F", "C", "O", "C", "C", "O", "C", "H", "H", "H", "H", "H", "H", "H", "H", "H", "H"],
  "coordinates": [[0.91285, -1.07300, -1.63750], [6.72952, -1.47711, -1.46209], [6.35527, -3.06926, -1.70382], [5.82752, -1.25161, -2.75690], [5.43099, -1.35963, -0.37228], [7.05777, 0.12839, -1.38423], [7.71761, -1.80170, -0.24255], [7.96545, -1.59933, -2.48102], [1.56423, 3.23684, -4.03541], [0.51668, 3.44821, -5.29972], [1.53857, 1.72606, -4.49751], [2.74414, 3.58206, -5.16626], [2.59119, 2.81154, -2.80186], [1.47357, 4.82152, -3.71734], [0.38472, 2.93482, -3.06717], [-0.30436, -6.88650, 1.24689], [-0.25807, -5.42091, 0.54764], [-1.56318, -6.25527, 2.07432], [-1.32828, -7.31571, 0.10334], [-0.28173, -8.32506, 1.90602], [0.96942, -7.27585, 0.26106], [0.75896, -6.24181, 2.34299], [-5.20737, -0.94772, -1.73846], [-4.57502, -2.42263, -2.05862], [-5.59175, -1.47812, -0.25951], [-3.71380, -0.38721, -1.33064], [-5.72620, 0.58499, -1.37096], [-4.88432, -0.33168, -3.19606], [-6.65741, -1.43486, -2.36415], [1.45539, 1.54326, 3.25884], [0.43863, 2.16146, 2.46011], [-0.94207, 1.84052, 2.75727], [-1.80549, 3.02271, 2.35774], [-3.01426, 3.25840, 3.16548], [-3.83963, 4.27568, 2.68932], [1.67139, 2.20887, 4.09454], [2.40743, 1.52735, 2.72828], [1.21855, 0.51219, 3.52136], [-1.16791, 1.59910, 3.79593], [-1.23706, 0.90890, 2.27438], [-2.29527, 2.81024, 1.40744], [-1.13836, 3.88124, 2.28046], [-4.56590, 4.56265, 3.44977], [-4.33314, 3.79824, 1.84280], [-3.29926, 5.16962, 2.37790]],
  "forces_ev_per_angstrom": [[0.05, 0.19, -0.12], [-0.65, -0.46, -0.49], [0.60, 0.18, 1.12], [-1.47, 1.16, -0.08], [1.33, 0.26, -1.38], [-0.69, -0.62, 0.73], [-0.25, -0.05, 0.29], [1.11, -0.50, -0.16], [0.61, 0.67, -2.77], [-0.52, 0.80, 0.37], [0.93, -2.08, -0.09], [0.15, -0.43, 1.66], [0.01, 1.25, -1.21], [0.55, -0.44, 0.65], [-1.79, 0.10, 1.47], [1.26, 3.57, -1.37], [0.32, 0.93, -0.78], [0.18, -1.46, 1.05], [-0.43, -1.20, -0.29], [-0.33, -0.01, 0.56], [-0.41, -0.56, 0.71], [-0.55, -1.29, 0.14], [0.42, 1.10, -0.83], [-0.21, 0.83, -0.22], [0.13, 0.55, -0.41], [-0.05, -0.96, 0.91], [-0.90, -1.03, 0.48], [0.14, -0.79, -0.92], [0.48, 0.35, 1.00], [-0.26, 0.60, -0.35], [-0.53, -0.36, 0.17], [0.17, -0.37, 0.70], [-1.90, 0.04, -0.90], [2.45, -0.59, 1.78], [0.00, -0.63, -0.80], [-0.31, -0.38, 0.62], [-0.26, -0.03, -0.58], [-0.14, 0.10, 0.31], [0.58, 0.38, 0.58], [0.08, 0.09, -0.58], [0.74, 0.17, -0.66], [-0.28, 0.33, 0.15], [0.06, -0.23, 0.08], [-0.58, 0.74, -0.42], [0.16, 0.10, -0.10]],
  "homo_ev": -5.14,
  "gap_ev": 9.97,
  "charge": -3,
  "spin_multiplicity": 1,
  "relative_energy_ev": 2.0903
}

***

[4]
{
  "formula": "C4H10FN3",
  "method": "wB97M-V/def2-TZVPD",
  "elements": ["C", "C", "C", "C", "N", "N", "N", "F", "H", "H", "H", "H", "H", "H", "H", "H", "H", "H"],
  "coordinates": [[0.55170, 1.61770, -0.17699], [0.12600, -0.62920, -0.88523], [0.32278, 1.34289, 1.30029], [-1.58783, -3.12307, 1.62625], [0.87904, 2.87566, -0.46087], [0.21170, -1.46461, -1.84074], [0.46214, 0.66032, -1.15213], [-1.12344, -2.31453, 0.70419], [1.26997, 1.37407, 1.76099], [-0.26450, 0.48454, 1.47498], [-0.28248, 2.20025, 1.63245], [-1.68250, -2.69306, 2.54914], [-1.87335, -4.10310, 1.40675], [0.92970, 3.49113, 0.32423], [1.25532, 3.06005, -1.37403], [-0.05885, -2.45222, -1.92385], [0.24567, -1.25190, -2.83538], [0.61891, 0.92509, -2.13006]],
  "forces_ev_per_angstrom": [[-0.03, 0.24, 0.10], [-0.05, -0.44, 2.98], [-1.34, 1.55, -1.89], [1.73, 3.24, -4.17], [-0.40, -2.96, -0.32], [-0.61, -1.40, -3.51], [0.16, 1.34, -0.34], [-1.67, -3.07, 2.86], [1.07, -0.26, 0.82], [-0.12, -1.08, 0.14], [0.32, -0.16, 0.21], [-0.14, 1.21, 2.64], [-0.23, -1.78, -0.93], [0.28, 0.78, -0.01], [0.06, 0.83, -0.14], [0.06, 0.48, 1.70], [0.73, 1.07, -0.30], [0.18, 0.40, 0.18]],
  "homo_ev": -16.30,
  "gap_ev": 4.52,
  "charge": 2,
  "spin_multiplicity": 1,
  "relative_energy_ev": 2.7618
}

***

[5]
{
  "formula": "C4H10FNO3S",
  "method": "wB97M-V/def2-TZVPD",
  "elements": ["C", "C", "C", "C", "N", "O", "O", "O", "F", "S", "H", "H", "H", "H", "H", "H", "H", "H", "H", "H"],
  "coordinates": [[-3.35440, -0.13032, 0.25617], [2.58913, 0.43588, 0.49366], [1.48446, 0.38901, -0.55585], [-0.49501, 0.64571, 0.72844], [1.26092, -0.84503, -1.16055], [-1.23972, -1.80905, 0.48297], [-1.50298, -0.37772, -1.53802], [3.78851, 0.31572, -0.14339], [-1.01468, 1.88462, 0.83651], [-1.60370, -0.51833, -0.05478], [-3.35493, 1.02508, 0.43115], [-3.88880, -0.29917, -0.64574], [-3.60724, -0.35733, 1.28223], [2.46647, 1.28673, 1.14064], [2.49274, -0.43996, 1.09547], [1.10220, 1.14401, -1.16975], [-0.14756, 0.18524, 1.76258], [0.28447, -0.73946, -1.62037], [1.23559, -1.71193, -0.63955], [3.50453, -0.08371, -0.98182]],
  "forces_ev_per_angstrom": [[2.15, 3.75, 1.55], [-2.32, -0.04, -0.03], [-2.34, -3.22, 2.14], [2.28, -2.02, 1.14], [-1.81, 1.70, -1.00], [0.08, -0.02, 0.10], [0.01, 0.16, 1.71], [1.44, 0.35, -1.70], [-0.22, 0.68, 0.01], [-0.45, 0.22, -1.62], [0.22, -1.59, -0.92], [-0.78, -0.78, -0.24], [-0.60, -1.32, -0.22], [0.38, 0.64, 0.03], [-0.69, -0.73, 0.84], [0.23, 1.54, -0.60], [-1.11, 1.07, -1.91], [1.97, -0.58, 0.15], [0.46, 0.25, 0.54], [1.11, -0.06, -0.01]],
  "homo_ev": [-8.40, -8.40],
  "gap_ev": [8.58, 8.58],
  "spin_multiplicity": 1,
  "relative_energy_ev": 3.3709
}

***

[6]
{
  "formula": "C4H10FP",
  "method": "wB97M-V/def2-TZVPD",
  "elements": ["C", "C", "C", "C", "F", "P", "H", "H", "H", "H", "H", "H", "H", "H", "H", "H"],
  "coordinates": [[-1.84410, 0.17904, -1.34740], [0.41447, -0.51300, 2.02997], [-0.81698, 0.40971, -0.18609], [0.37254, -0.38397, 0.42226], [2.71642, -1.20316, 0.00815], [1.73970, 0.00993, -0.48344], [-1.47365, -0.11459, -2.28169], [-2.46223, 1.03961, -1.59053], [-2.53515, -0.52488, -0.96264], [0.69453, 0.43387, 2.49352], [-0.57309, -0.77834, 2.43299], [1.16452, -1.20039, 2.29078], [-1.40486, 0.82293, 0.58580], [-0.32886, 1.35505, -0.58110], [1.37636, -0.56228, -1.75573], [2.96036, 1.03048, -1.07484]],
  "forces_ev_per_angstrom": [[0.12, -0.62, 1.68], [-0.85, 1.45, -2.34], [0.91, 3.10, -1.90], [-1.18, 0.46, 1.48], [0.32, 1.42, -0.37], [2.04, -2.85, -1.50], [0.92, -0.87, -1.18], [0.36, 0.61, 0.58], [-0.87, -1.18, -0.16], [-0.14, 0.17, 0.00], [0.33, -0.16, -0.34], [0.76, -1.16, 0.41], [-0.63, 0.30, 1.28], [-0.63, -0.53, 0.59], [0.03, 1.11, 0.43], [-1.50, -1.25, 1.35]],
  "homo_ev": -7.57,
  "gap_ev": 7.76,
  "spin_multiplicity": 1,
  "smiles": "CCC(C)=[PH2]F",
  "relative_energy_ev": 2.9220
}

***

[7]
{
  "formula": "C4H10IN2S",
  "method": "wB97M-V/def2-TZVPD",
  "elements": ["C", "C", "C", "C", "N", "N", "S", "I", "H", "H", "H", "H", "H", "H", "H", "H", "H", "H"],
  "coordinates": [[-0.29798, 0.90921, 0.58092], [0.31793, -0.00919, -0.19535], [0.25233, -1.49701, 0.04205], [-0.56482, 2.39004, 0.33386], [0.60463, 0.13994, -1.57179], [0.57848, -2.01998, 1.16416], [-0.90689, -2.36542, -0.83182], [3.31688, 0.14167, 0.12361], [-0.90486, 0.43088, 1.42102], [-0.41216, 2.98936, 1.32387], [-1.56577, 2.55362, 0.09647], [0.07785, 2.84673, -0.44637], [0.62476, 1.05981, -1.79239], [1.51246, -0.17196, -1.92591], [4.58445, 0.44079, 0.78471], [0.60443, -3.04332, 1.39976], [0.97054, -1.39590, 1.92766], [-1.12500, -1.14321, -1.41562]],
  "forces_ev_per_angstrom": [[-1.09, -1.18, 0.91], [-0.42, -0.46, -0.85], [-2.46, 0.98, 1.58], [2.63, 0.19, 1.76], [0.88, -1.88, 0.51], [2.65, -0.31, 3.47], [-0.09, 0.54, -1.74], [-2.86, -0.60, -1.58], [1.17, 0.91, -0.76], [-0.03, -1.15, -1.71], [-1.81, 0.11, -0.59], [-0.33, -0.35, 0.49], [-0.52, 3.71, -1.07], [-0.34, -0.60, 0.42], [3.72, 0.75, 1.84], [-0.54, 1.44, -0.55], [-0.17, -1.03, -1.47], [-0.40, -1.08, -0.65]],
  "homo_ev": -12.79,
  "gap_ev": 8.02,
  "charge": 1,
  "spin_multiplicity": 1,
  "relative_energy_ev": 1.0043
}

***

[8]
{
  "formula": "C4H10IN2S",
  "method": "wB97M-V/def2-TZVPD",
  "elements": ["C", "C", "C", "C", "N", "N", "S", "I", "H", "H", "H", "H", "H", "H", "H", "H", "H", "H"],
  "coordinates": [[0.13750, 0.87292, 0.33804], [0.02492, -1.61738, 0.49987], [0.37009, -0.37633, -0.12287], [0.75396, 2.04716, -0.26096], [-0.77195, -1.62863, 1.71893], [1.07012, -0.58540, -1.31448], [0.49837, -2.99205, -0.28475], [-3.00990, 0.51032, -0.28334], [-0.38613, 1.13344, 1.28308], [1.11681, 2.78078, 0.62177], [0.01123, 2.63555, -0.97064], [1.62829, 1.83057, -0.93966], [-1.01266, -2.61257, 2.09834], [-1.45760, -0.95117, 1.80323], [2.06083, -0.79775, -1.20635], [-2.96124, 1.74703, 0.59484], [0.97851, 0.11078, -2.06683], [0.94884, -2.10724, -1.50820]],
  "forces_ev_per_angstrom": [[0.25, -0.43, 1.13], [-3.16, 0.04, 3.49], [-0.05, 1.09, 0.60], [0.68, 3.27, -0.74], [3.66, -4.18, -2.75], [1.33, 0.24, -2.40], [0.34, -0.94, -0.60], [-0.73, -1.72, -1.41], [0.19, -0.93, -0.78], [-0.91, -1.51, -2.23], [1.21, -0.95, 1.65], [-0.80, 0.15, 0.94], [0.48, 2.45, -0.99], [-1.44, 1.63, 0.21], [0.06, 0.48, 0.23], [0.02, 1.85, 1.27], [-0.21, -0.40, 0.66], [-0.93, -0.13, 1.72]],
  "homo_ev": -13.05,
  "gap_ev": 7.97,
  "charge": 1,
  "spin_multiplicity": 1,
  "relative_energy_ev": 0.8647
}

***

The records above give, respectively, F_max values of 0.0181; 0.0805; 0.0783; 0.1081; 0.0894; 0.0743; 0.0851; 0.1206 hartree/bohr.
The records above give, respectively, molecular weight values of 172.7; 826.4; 709.1; 119.1; 171.2; 108.1; 245.1; 245.1 g mol⁻¹.